No. 1
{
  "formula": "C21H33EuN3O7P2",
  "method": "wB97M-V/def2-TZVPD",
  "homo_ev": [-6.182, -6.571],
  "gap_ha": [0.188, 0.131],
  "molar_mass_g_mol": 653.421,
  "spin_multiplicity": 8,
  "species": ["Eu", "P", "P", "O", "O", "O", "O", "O", "O", "O", "N", "N", "N", "C", "C", "C", "C", "C", "C", "C", "C", "C", "C", "C", "C", "C", "C", "C", "C", "C", "C", "C", "C", "C", "H", "H", "H", "H", "H", "H", "H", "H", "H", "H", "H", "H", "H", "H", "H", "H", "H", "H", "H", "H", "H", "H", "H", "H", "H", "H", "H", "H", "H", "H", "H", "H", "H"],
  "coordinates": [[0.734, 1.277, -1.389], [-0.539, -2.100, -1.124], [-1.588, 1.269, -2.469], [6.252, 2.618, 3.512], [6.425, 4.459, 2.352], [2.673, -0.634, 2.027], [1.740, -0.019, 0.160], [3.380, 5.145, -1.503], [1.948, 3.533, -1.867], [3.293, 1.063, -1.750], [2.731, 0.022, 0.997], [3.040, 3.956, -1.370], [5.954, 3.308, 2.512], [-1.369, -0.575, 2.190], [-2.177, -1.545, -1.794], [-0.206, -1.456, 1.687], [4.571, 1.474, 1.645], [0.754, -1.794, -2.364], [-3.112, 1.589, -1.500], [0.174, 2.980, 0.294], [-2.162, -0.480, -2.929], [-3.691, -1.688, 2.057], [3.651, 1.636, -0.666], [3.835, 3.078, -0.572], [5.078, 2.765, 1.482], [-3.479, -2.682, 3.169], [-1.464, -3.604, 1.848], [4.703, 3.598, 0.395], [-1.832, 2.460, -3.878], [3.743, 0.952, 0.653], [-0.547, -2.835, 1.204], [-2.737, -0.861, 1.568], [-0.736, -3.981, -1.415], [-2.028, -3.250, 3.175], [-1.340, -2.527, 3.659], [-1.317, 2.138, -4.780], [0.293, -3.388, 0.719], [0.631, -2.597, -3.115], [0.235, 4.018, -0.122], [1.022, 2.863, 1.011], [0.234, -0.899, 0.851], [4.732, 0.890, 2.568], [1.742, -1.876, -1.866], [-1.103, 0.478, 1.957], [-3.010, -0.133, 0.768], [-3.207, -0.335, -3.237], [-4.728, -1.587, 1.708], [-2.042, -4.178, 3.764], [-1.019, -4.193, -2.465], [0.644, -1.481, 2.393], [-4.195, -3.520, 3.053], [-3.355, 0.665, -0.956], [-0.786, 2.868, 0.859], [-2.981, 2.395, -0.770], [-3.918, 1.806, -2.221], [-1.490, -4.460, -0.755], [-2.634, -2.475, -2.194], [-2.884, 2.686, -4.082], [-1.551, -0.833, -3.781], [0.628, -0.808, -2.862], [-1.404, -0.647, 3.293], [-2.772, -1.250, -0.904], [-1.291, 3.385, -3.559], [-1.738, -4.603, 1.469], [0.232, -4.478, -1.223], [-3.699, -2.211, 4.146], [5.063, 4.610, 0.337]],
  "mulliken_charge": [0.75, 1.05, 0.89, -0.60, -0.61, -0.72, -0.45, -0.61, -0.65, -0.81, 0.71, 0.96, 0.95, -1.41, -0.58, 1.10, -0.52, -1.39, -1.29, -1.12, -1.55, -0.73, 0.85, -0.17, -0.18, -0.77, -0.85, -0.54, -1.32, -0.21, -0.60, 0.40, -1.69, -0.80, 0.25, 0.35, 1.06, 0.52, 0.44, 0.40, -1.24, 0.50, 0.24, 0.36, 0.25, 0.59, 0.40, 0.47, 0.51, 0.72, 0.39, 0.29, 0.43, 0.39, 0.42, 0.34, 0.65, 0.40, 0.48, 0.37, 0.45, -0.04, 0.37, 0.39, 0.44, 0.33, 0.58]
}

***

No. 2
{
  "formula": "C21H33F6O5P2",
  "method": "wB97M-V/def2-TZVPD",
  "homo_ev": -6.618,
  "gap_ha": 0.284,
  "molar_mass_g_mol": 541.426,
  "total_charge": -1,
  "species": ["P", "P", "F", "F", "F", "F", "F", "F", "O", "O", "O", "O", "O", "C", "C", "C", "C", "C", "C", "C", "C", "C", "C", "C", "C", "C", "C", "C", "C", "C", "C", "C", "C", "C", "H", "H", "H", "H", "H", "H", "H", "H", "H", "H", "H", "H", "H", "H", "H", "H", "H", "H", "H", "H", "H", "H", "H", "H", "H", "H", "H", "H", "H", "H", "H", "H", "H"],
  "coordinates": [[-3.732, 2.921, -2.796], [5.054, 0.842, 1.052], [6.608, 1.241, 1.157], [4.734, 2.270, 1.722], [4.440, -0.232, 0.026], [5.036, 1.592, -0.370], [5.737, -0.397, 1.815], [3.770, 0.584, 1.973], [2.733, -4.054, -2.416], [1.402, 3.469, -1.289], [1.225, 0.637, 0.206], [4.095, -3.259, -0.647], [-1.469, 0.505, -3.951], [-0.401, 0.310, -1.650], [3.633, -3.127, -1.813], [0.392, 0.393, 2.643], [0.981, 1.320, 1.466], [-3.974, 4.644, -2.034], [-0.522, -1.271, -1.487], [-4.941, 1.811, -1.806], [0.264, -3.599, -2.612], [-1.087, 3.265, -1.617], [0.147, -2.002, -2.780], [0.440, 1.156, -0.849], [-0.028, -1.091, 2.192], [0.398, 2.722, -1.267], [1.463, -4.094, -1.672], [-0.115, -2.109, 3.470], [-1.958, 2.412, -2.378], [-1.244, -3.215, 3.137], [1.306, -2.882, 3.497], [1.434, 0.459, 3.869], [-5.405, 5.304, -2.330], [-1.305, 0.991, -2.807], [2.451, 0.016, 3.605], [1.004, 0.053, 4.859], [1.510, -3.546, -0.673], [1.368, -3.450, 2.490], [-0.741, -4.073, -2.290], [-1.366, -3.210, 1.986], [-3.095, 5.299, -2.380], [-1.120, -1.024, 1.808], [-1.403, 4.281, -1.216], [-0.357, -1.565, 4.448], [-3.827, 4.509, -0.890], [-1.633, -1.590, -1.437], [1.287, -5.206, -1.429], [1.381, -3.678, 4.315], [-4.595, 1.704, -0.705], [0.302, 2.240, 1.392], [-0.576, 0.901, 3.026], [0.667, -1.579, 1.432], [3.939, -2.204, -2.409], [-5.087, 0.781, -2.271], [-2.274, -2.983, 3.580], [-5.469, 6.250, -1.666], [2.006, 1.724, 1.817], [-6.300, 4.657, -2.027], [1.205, -1.554, -2.902], [2.184, -2.154, 3.496], [-0.471, -1.830, -3.741], [1.625, 1.585, 4.068], [-5.448, 5.677, -3.409], [-5.972, 2.332, -1.739], [0.076, -1.628, -0.586], [0.469, -4.018, -3.670], [-0.847, -4.233, 3.468]],
  "mulliken_charge": [0.05, 0.72, -0.34, -0.37, -0.23, -0.34, -0.35, -0.05, -0.35, -0.54, -0.16, -0.46, -0.58, 0.07, 0.24, 0.51, -0.67, -0.54, 0.69, -0.93, -0.65, -0.29, -0.44, 0.33, -0.10, 0.01, 0.01, 0.45, 0.69, -1.11, -1.17, -1.37, -0.98, -0.14, 0.15, 0.29, -0.17, 0.26, 0.35, 0.19, 0.32, 0.30, 0.23, 0.35, 0.31, 0.36, 0.30, 0.37, 0.28, 0.21, 0.22, -0.40, 0.36, 0.30, 0.28, 0.32, 0.31, 0.26, 0.23, 0.25, 0.29, 0.47, 0.28, 0.29, -0.84, 0.33, 0.35]
}